Record 1
DFT (ωB97M-V/def2-TZVPD) results for 8 unconnected molecules or ions with the total composition C8H33N2O11S in a non-equilibrium geometry.

Cartesian coordinates (Å):
O: -15.046 12.618 26.455
H: -14.537 12.474 25.654
H: -15.859 12.108 26.477
H: -15.315 13.536 26.382
O: -17.697 13.221 24.572
H: -17.179 13.022 23.789
H: -17.907 12.396 25.014
H: -17.159 13.845 25.065
O: -16.996 9.230 25.015
H: -17.841 9.130 24.569
H: -17.107 9.944 25.646
H: -16.348 9.505 24.363
O: -16.215 14.832 25.766
H: -16.641 15.658 26.071
O: -17.353 11.414 26.309
H: -17.684 11.765 27.159
S: -14.791 11.594 23.190
O: -15.287 10.305 23.605
O: -15.920 12.474 22.944
O: -13.953 12.201 24.248
O: -14.014 11.423 21.989
C: -16.889 15.967 21.202
C: -16.112 16.381 22.449
C: -16.995 17.035 23.574
O: -17.362 18.422 23.356
C: -17.494 19.110 24.628
N: -15.428 15.180 22.926
H: -17.479 16.757 20.739
H: -17.637 15.181 21.307
H: -16.139 15.633 20.484
H: -15.342 17.123 22.236
H: -16.469 16.990 24.527
H: -17.927 16.480 23.684
H: -18.063 18.505 25.333
H: -17.939 20.096 24.499
H: -16.522 19.369 25.049
H: -15.754 14.336 22.478
H: -15.678 15.022 23.891
C: -19.645 12.909 21.055
C: -18.739 11.773 20.577
C: -17.894 12.109 19.336
O: -18.677 12.435 18.186
C: -19.343 11.324 17.678
N: -17.916 11.214 21.687
H: -20.121 12.718 22.017
H: -20.440 13.203 20.370
H: -19.042 13.809 21.182
H: -19.381 10.944 20.278
H: -17.154 11.324 19.183
H: -17.221 12.946 19.519
H: -20.281 11.139 18.201
H: -18.820 10.368 17.666
H: -19.578 11.560 16.640
H: -17.116 11.792 21.903
H: -17.475 10.373 21.343

Properties
F_max   4.19 eV Å⁻¹
Total charge   -1
Frontier orbital gap   0.2819 Ha
E   -45168.6084 eV

=====

Record 2
DFT (ωB97M-V/def2-TZVPD) results for 8 unconnected molecules or ions with the total composition C8H34N2O8 in a non-equilibrium geometry.

Cartesian coordinates (Å):
C: -9.993 13.437 11.484
O: -9.720 13.038 12.833
C: -10.117 14.035 13.791
C: -10.046 13.392 15.206
C: -8.680 13.059 15.665
N: -10.923 12.237 15.302
H: -9.332 12.920 10.788
H: -9.804 14.509 11.435
H: -10.981 13.159 11.116
H: -9.352 14.812 13.791
H: -11.046 14.567 13.583
H: -10.471 14.160 15.852
H: -7.973 13.887 15.713
H: -8.256 12.362 14.943
H: -8.676 12.682 16.688
H: -11.770 12.492 14.814
H: -10.557 11.524 14.687
C: -6.333 17.729 8.002
O: -7.318 18.751 8.231
C: -6.949 19.769 9.191
C: -8.220 20.400 9.834
C: -8.948 21.397 8.892
N: -7.886 21.039 11.030
H: -5.494 18.174 7.467
H: -6.808 16.918 7.451
H: -5.873 17.288 8.887
H: -6.290 19.436 9.993
H: -6.308 20.504 8.703
H: -8.850 19.547 10.086
H: -8.464 22.361 8.740
H: -9.919 21.659 9.312
H: -9.168 20.884 7.955
H: -7.515 20.334 11.652
H: -8.723 21.425 11.442
O: -16.467 14.438 13.497
H: -16.606 15.314 13.858
H: -16.196 14.592 12.592
O: -13.829 19.425 13.146
H: -14.768 19.318 12.994
H: -13.414 18.982 12.405
O: -17.969 17.160 8.740
H: -18.552 17.361 8.008
H: -17.415 16.449 8.418
O: -15.283 14.066 7.588
H: -15.818 13.278 7.501
H: -14.727 14.067 6.809
O: -10.698 17.400 6.183
H: -10.696 16.494 5.874
H: -9.824 17.529 6.553
O: -13.081 17.167 9.775
H: -12.648 17.437 8.965
H: -13.689 16.479 9.504

Properties
F_max   2.57 eV Å⁻¹
Frontier orbital gap   0.3332 Ha
E   -28205.6544 eV
SMILES string   COC[C@H](C)N.COC[C@H](C)N.O.O.O.O.O.O

=====

Record 3
DFT (ωB97M-V/def2-TZVPD) results for 7 unconnected molecules or ions with the total composition C8H35B2O9 in a non-equilibrium geometry.

Cartesian coordinates (Å):
O: 2.780 -16.791 -9.015
H: 1.862 -17.216 -9.172
H: 3.368 -17.359 -8.410
H: 3.146 -16.669 -9.921
B: 4.941 -17.903 -7.155
H: 5.098 -17.279 -6.173
H: 5.553 -18.897 -7.080
H: 3.778 -18.045 -7.260
H: 5.409 -17.325 -8.064
B: 0.164 -18.010 -9.698
H: -0.799 -17.970 -10.358
H: -0.047 -18.634 -8.730
H: 1.082 -18.538 -10.208
H: 0.509 -16.923 -9.405
C: 1.247 -14.083 -7.523
C: 1.908 -14.475 -6.200
O: 1.050 -15.293 -5.430
O: 0.293 -13.038 -7.423
H: 0.763 -14.916 -8.046
H: 1.994 -13.760 -8.255
H: 2.155 -13.534 -5.700
H: 2.833 -15.032 -6.363
H: 1.353 -16.201 -5.397
H: -0.270 -13.203 -6.661
C: -0.062 -14.506 -11.365
C: -1.379 -13.742 -11.211
O: -1.686 -13.490 -9.826
O: -0.158 -15.885 -11.689
H: 0.490 -14.519 -10.419
H: 0.555 -13.953 -12.078
H: -2.205 -14.142 -11.801
H: -1.211 -12.695 -11.485
H: -1.690 -14.332 -9.356
H: -0.390 -16.380 -10.869
C: 4.649 -18.356 -11.440
C: 5.181 -16.920 -11.382
O: 4.067 -16.007 -11.275
O: 4.399 -18.970 -10.189
H: 5.422 -18.970 -11.917
H: 3.734 -18.350 -12.031
H: 5.719 -16.714 -12.311
H: 5.825 -16.663 -10.543
H: 3.906 -15.487 -12.063
H: 5.205 -19.411 -9.911
C: 2.766 -22.629 -6.063
C: 3.788 -21.509 -6.090
O: 3.926 -20.825 -7.328
O: 1.620 -22.269 -6.850
H: 2.376 -22.703 -5.042
H: 3.149 -23.579 -6.443
H: 4.755 -21.899 -5.749
H: 3.520 -20.745 -5.354
H: 4.232 -19.919 -7.108
H: 1.125 -23.075 -7.013

Properties
F_max   1.91 eV Å⁻¹
Total charge   -1
Frontier orbital gap   0.3245 Ha
E   -28639.1791 eV

=====

Record 4
DFT (ωB97M-V/def2-TZVPD) results for 10 unconnected molecules or ions with the total composition C8H36O10 in a non-equilibrium geometry.

Cartesian coordinates (Å):
C: 2.364 2.927 0.513
C: 1.925 4.388 0.689
O: 1.240 4.635 1.927
H: 2.766 2.513 1.440
H: 3.175 2.957 -0.223
H: 1.565 2.295 0.137
H: 1.251 4.673 -0.113
H: 2.821 5.018 0.684
H: 1.682 4.121 2.607
C: 0.848 2.165 -2.666
C: 0.693 1.489 -4.005
O: 1.018 2.439 -5.023
H: 0.335 3.123 -2.578
H: 1.906 2.434 -2.551
H: 0.594 1.470 -1.866
H: -0.303 1.057 -4.156
H: 1.380 0.635 -4.041
H: 0.860 2.027 -5.877
C: -2.824 -0.626 -2.498
C: -3.430 -1.516 -1.434
O: -2.454 -2.425 -0.909
H: -1.989 -0.061 -2.075
H: -3.532 0.152 -2.806
H: -2.529 -1.200 -3.372
H: -4.204 -2.131 -1.907
H: -3.924 -0.956 -0.640
H: -2.145 -2.029 -0.086
C: -0.512 -2.358 3.303
C: -1.547 -2.823 4.306
O: -1.592 -1.923 5.401
H: -0.412 -3.084 2.500
H: 0.452 -2.302 3.818
H: -0.734 -1.344 2.969
H: -1.290 -3.841 4.640
H: -2.523 -2.949 3.818
H: -2.464 -1.974 5.800
O: -0.269 -0.585 0.052
H: 0.544 -0.378 0.525
H: 0.034 -0.853 -0.829
O: 2.126 -0.243 3.124
H: 1.269 0.105 3.390
H: 2.591 -0.419 3.947
O: -0.107 -4.144 -0.925
H: 0.039 -4.743 -1.661
H: -0.751 -3.497 -1.249
O: 0.873 -1.485 -2.416
H: 1.668 -1.011 -2.141
H: 1.189 -2.363 -2.649
O: 2.767 -0.328 0.448
H: 3.307 0.466 0.455
H: 2.570 -0.501 1.384
O: -2.496 1.048 0.983
H: -1.809 1.715 1.065
H: -2.011 0.240 0.769

Properties
F_max   1.01 eV Å⁻¹
Frontier orbital gap   0.3789 Ha
E   -29354.3151 eV
SMILES string   CCO.CCO.CCO.CCO.O.O.O.O.O.O

=====

Record 5
DFT (ωB97M-V/def2-TZVPD) results for 11 unconnected molecules or ions with the total composition C8H38O11 in a non-equilibrium geometry.

Cartesian coordinates (Å):
C: -1.537 -24.209 7.428
C: -1.051 -23.266 6.349
O: 0.036 -22.552 6.894
H: -1.736 -23.582 8.297
H: -0.752 -24.903 7.728
H: -2.417 -24.787 7.146
H: -1.845 -22.627 5.961
H: -0.606 -23.822 5.524
H: 0.551 -22.217 6.156
C: 3.613 -24.085 9.325
C: 2.986 -23.817 8.014
O: 1.688 -24.317 8.067
H: 3.124 -23.583 10.159
H: 4.657 -23.774 9.371
H: 3.642 -25.145 9.580
H: 3.498 -24.283 7.172
H: 3.002 -22.756 7.766
H: 1.028 -23.708 7.727
C: 2.659 -24.314 4.199
C: 3.742 -23.570 3.513
O: 4.700 -24.486 3.055
H: 2.270 -25.124 3.580
H: 1.853 -23.625 4.452
H: 2.874 -24.816 5.142
H: 4.378 -22.998 4.189
H: 3.478 -22.892 2.701
H: 4.562 -24.575 2.109
C: 6.831 -21.146 3.282
C: 8.180 -21.079 3.971
O: 8.846 -19.924 3.505
H: 6.644 -20.523 2.407
H: 6.078 -20.846 4.011
H: 6.503 -22.129 2.944
H: 8.747 -21.903 3.539
H: 8.127 -21.231 5.049
H: 8.592 -19.135 3.989
O: 6.612 -19.633 6.274
H: 6.746 -20.068 7.116
H: 5.858 -20.080 5.890
O: 1.008 -18.742 5.840
H: 1.180 -19.059 6.727
H: 0.085 -18.489 5.852
O: 3.947 -20.830 5.834
H: 3.802 -20.925 6.776
H: 3.072 -20.883 5.450
O: 6.499 -21.087 8.623
H: 5.553 -21.006 8.738
H: 6.629 -21.986 8.321
O: 1.573 -21.150 4.900
H: 1.111 -21.436 4.112
H: 1.305 -20.238 5.018
O: 1.306 -20.343 8.266
H: 0.830 -21.029 7.797
H: 0.836 -20.248 9.094
O: 3.991 -20.475 8.746
H: 3.040 -20.519 8.841
H: 4.202 -19.549 8.865

Properties
F_max   2.12 eV Å⁻¹
Frontier orbital gap   0.3287 Ha
E   -31434.2202 eV
SMILES string   CCO.CCO.CCO.CCO.O.O.O.O.O.O.O

=====

Record 6
DFT (ωB97M-V/def2-TZVPD) results for 2 unconnected molecules or ions with the total composition C8H3NO7 in a non-equilibrium geometry.

Cartesian coordinates (Å):
O: 2.663 2.020 -2.295
C: 1.874 1.618 -1.556
C: 0.835 1.229 -0.879
C: 0.735 0.008 -0.127
C: 1.854 -0.760 0.232
O: 3.125 -0.565 -0.198
O: 1.515 -1.736 1.076
C: 0.147 -1.649 1.169
O: -0.396 -2.607 2.016
C: -0.409 -0.546 0.500
C: -1.700 -0.144 0.641
N: -2.773 0.032 1.008
O: -3.910 0.143 1.310
H: 0.080 2.014 -0.781
H: 3.673 -1.423 -0.067
H: 0.285 -3.199 2.325
O: -1.554 1.566 -1.990
C: -2.535 1.802 -1.430
O: -3.508 2.197 -0.955

Properties
F_max   5.03 eV Å⁻¹
Frontier orbital gap   0.2811 Ha
E   -24162.3434 eV
SMILES string   O=C=Cc1c(O)oc(O)c1C#[N+][O-].O=C=O

=====

Record 7
DFT (ωB97M-V/def2-TZVPD) results for 12 unconnected molecules or ions with the total composition C8H40N16O12 in a non-equilibrium geometry.

Cartesian coordinates (Å):
N: 2.421 -2.269 0.849
C: 3.613 -2.061 0.353
N: 4.237 -1.078 0.904
O: 4.011 -2.605 -0.592
H: 1.695 -2.728 0.317
H: 2.141 -1.843 1.721
H: 5.204 -0.919 0.659
H: 3.898 -0.832 1.822
N: 3.316 -0.139 -3.373
C: 4.592 0.104 -3.261
N: 4.799 1.344 -2.823
O: 5.498 -0.628 -3.669
H: 2.896 -0.882 -3.914
H: 2.607 0.575 -3.279
H: 4.060 1.999 -2.612
H: 5.768 1.552 -2.628
N: -2.296 -0.116 -4.595
C: -2.125 -0.506 -3.357
N: -0.938 -1.078 -3.309
O: -2.808 -0.322 -2.374
H: -3.196 0.211 -4.916
H: -1.487 -0.158 -5.199
H: -0.537 -1.607 -2.548
H: -0.536 -1.150 -4.233
N: -4.360 -0.646 -0.093
C: -4.711 0.530 0.250
N: -3.957 1.433 -0.311
O: -5.653 0.684 0.980
H: -3.753 -0.882 -0.865
H: -5.005 -1.313 0.306
H: -4.064 2.432 -0.215
H: -3.098 1.166 -0.769
N: -2.542 1.961 3.766
C: -2.757 0.692 4.077
N: -3.002 -0.047 3.065
O: -3.028 0.277 5.175
H: -2.525 2.680 4.476
H: -2.395 2.241 2.806
H: -3.107 -1.042 3.207
H: -2.803 0.428 2.196
N: -0.058 -5.487 -1.117
C: -0.032 -4.220 -0.746
N: -0.181 -4.089 0.557
O: 0.029 -3.267 -1.476
H: -0.237 -6.091 -0.328
H: -0.259 -5.784 -2.062
H: -0.451 -3.221 0.996
H: -0.304 -4.931 1.102
N: 2.561 1.997 3.816
C: 1.849 1.626 2.857
N: 0.724 1.139 3.272
O: 2.140 1.699 1.702
H: 2.150 1.993 4.739
H: 3.405 2.511 3.608
H: 0.038 1.069 2.533
H: 0.483 0.997 4.242
N: -0.283 -0.693 0.352
C: -0.537 0.591 0.183
N: 0.020 0.956 -0.870
O: -1.152 1.327 0.944
H: -0.382 -1.260 1.182
H: 0.416 -0.957 -0.328
H: 0.406 0.384 -1.608
H: -0.012 1.924 -1.157
O: -0.506 3.591 -3.619
H: -0.105 4.196 -2.994
H: 0.202 2.997 -3.867
O: -0.773 -2.082 2.650
H: -1.725 -2.178 2.665
H: -0.536 -1.908 3.561
O: -0.500 4.019 0.611
H: -1.055 4.533 1.198
H: -0.950 3.178 0.530
O: 2.086 3.428 -0.667
H: 1.193 3.734 -0.511
H: 2.261 2.821 0.053

Properties
F_max   8.93 eV Å⁻¹
Frontier orbital gap   0.3290 Ha
E   -57361.2947 eV
SMILES string   NC(N)=O.NC(N)=O.NC(N)=O.NC(N)=O.NC(N)=O.NC(N)=O.NC(N)=O.NC(N)=O.O.O.O.O

=====

Record 8
DFT (ωB97M-V/def2-TZVPD) results for 13 unconnected molecules or ions with the total composition C8H42O17 in a non-equilibrium geometry.

Cartesian coordinates (Å):
O: 2.639 0.625 1.638
H: 1.766 0.512 1.996
H: 3.172 0.769 2.414
O: 1.813 2.763 0.162
H: 2.405 2.181 0.644
H: 1.755 2.505 -0.715
O: 3.113 -1.460 -0.264
H: 3.202 -0.523 -0.038
H: 2.650 -1.836 0.489
O: -2.054 -2.909 -0.328
H: -1.131 -3.047 -0.572
H: -2.320 -2.146 -0.868
O: -2.018 -0.964 -2.376
H: -1.419 -0.506 -1.803
H: -1.544 -1.492 -2.996
O: 0.196 -0.471 -0.398
H: 0.699 -1.263 -0.661
H: 0.716 0.233 -0.719
O: 2.005 -2.291 1.973
H: 1.986 -3.150 2.343
H: 1.075 -2.112 1.996
O: -2.539 0.213 0.382
H: -2.675 0.845 -0.361
H: -1.617 0.019 0.438
O: 0.719 -3.091 -0.938
H: 1.357 -3.027 -1.691
H: 0.778 -4.011 -0.730
C: 2.550 0.242 -4.320
C: 1.510 -0.013 -3.198
O: 1.714 1.064 -2.281
O: 3.861 0.518 -3.752
H: 2.169 1.069 -4.945
H: 2.618 -0.529 -5.029
H: 1.475 -1.008 -2.778
H: 0.440 0.143 -3.531
H: 2.527 1.513 -2.561
H: 4.377 -0.312 -3.724
C: -0.459 1.650 2.679
C: 0.513 2.540 3.391
O: 0.129 3.757 3.644
O: 0.138 0.304 2.639
H: -0.668 2.049 1.649
H: -1.405 1.630 3.181
H: 1.456 2.606 2.851
H: 0.786 2.156 4.333
H: -0.404 4.048 2.861
H: -0.062 -0.108 1.846
C: -2.895 -3.173 2.577
C: -1.640 -2.318 2.964
O: -0.687 -2.210 1.928
O: -3.840 -3.167 3.673
H: -2.699 -4.147 2.248
H: -3.296 -2.726 1.723
H: -1.195 -2.871 3.787
H: -2.067 -1.370 3.255
H: -1.147 -2.463 1.139
H: -3.431 -3.353 4.550
C: -1.136 3.374 -1.523
C: -1.813 2.233 -2.296
O: -3.019 1.816 -1.738
O: 0.157 3.688 -2.067
H: -0.887 3.199 -0.463
H: -1.742 4.242 -1.443
H: -1.140 1.384 -2.289
H: -1.989 2.547 -3.297
H: -3.775 2.425 -1.813
H: 0.248 3.202 -2.889

Properties
F_max   6.42 eV Å⁻¹
Frontier orbital gap   0.3482 Ha
E   -43782.3794 eV

=====

Which of these has the lowest F_max?
C8H36O10

=====

frontier orbital gap of number 4 (C8H36O10)?
0.3789 Ha

=====

Among the records above, which one has the lowest E?
C8H40N16O12